## one
C6H10S2 | ωB97M-V with the def2-TZVPD basis set

The multiplicity is 1. The SMILES is CC(=S)/C(C)=C\CS. Its orbital gap is 8.6069 eV. The calculation puts the LUMO energy at -0.070 eV.

Structure (XYZ):
```
18
Properties=species:S:1:pos:R:3:nbo_charge:R:1
C -1.540 1.000 0.892 -0.696
C -0.369 1.252 -0.062 -0.096
C -0.339 0.225 -1.155 -0.062
C -1.207 0.501 -2.295 -0.633
C 0.342 -0.882 -0.959 -0.200
C 1.139 -1.224 0.256 -0.536
H -2.128 1.876 0.980 0.238
H -1.211 0.781 1.908 0.244
H -2.206 0.201 0.640 0.216
H -0.778 1.296 -2.990 0.230
H -2.207 0.887 -2.073 0.224
H -1.294 -0.423 -2.813 0.223
H 0.369 -1.641 -1.697 0.207
H 2.120 -1.685 -0.034 0.236
H 1.259 -0.431 1.001 0.230
H -0.802 -2.136 1.307 0.110
S 0.727 2.341 0.205 0.109
S 0.444 -2.588 1.277 -0.046
```

---

## two
C6H10S2 | ωB97M-V with the def2-TZVPD basis set

The multiplicity is 1. The SMILES is SC[C@]12CC[C@H](C1)S2. Its orbital gap is 9.1294 eV. The calculation puts the LUMO energy at 0.590 eV.

Structure (XYZ):
```
18
Properties=species:S:1:pos:R:3:nbo_charge:R:1
C -1.821 0.245 0.704 -0.608
C -0.227 0.340 0.256 0.035
C 0.083 -0.580 -1.008 -0.469
C 1.620 -0.694 -1.079 -0.436
C 1.898 0.408 0.051 -0.225
C 0.980 0.020 1.164 -0.491
H -4.037 0.867 0.165 0.144
H -2.246 0.657 1.812 0.259
H -1.605 -0.905 0.860 0.214
H -0.204 -1.590 -0.780 0.192
H -0.583 -0.093 -1.800 0.234
H 1.865 -1.606 -0.773 0.210
H 1.823 -0.054 -2.057 0.250
H 2.769 0.892 0.101 0.213
H 0.961 -1.035 1.537 0.205
H 0.877 0.778 1.990 0.234
S -2.938 0.479 -0.617 0.011
S 0.784 1.870 -0.525 0.028
```

---

## three
C6H10S2 | ωB97M-V with the def2-TZVPD basis set

The multiplicity is 1. The SMILES is C[C@@]1(S)CC[C@@H]2S[C@H]21. Its orbital gap is 9.6962 eV. The calculation puts the LUMO energy at 0.799 eV.

Structure (XYZ):
```
18
Properties=species:S:1:pos:R:3:nbo_charge:R:1
C -0.204 1.597 1.053 -0.632
C 0.304 0.747 -0.089 -0.136
C 0.897 -0.679 0.428 -0.401
C -0.151 -1.841 -0.114 -0.421
C -1.280 -0.918 -0.257 -0.299
C -0.717 0.258 -1.051 -0.375
H -1.082 1.087 1.433 0.209
H 0.541 1.663 1.874 0.223
H -0.538 2.609 0.758 0.231
H 1.849 0.928 -1.875 0.110
H 1.943 -0.910 0.206 0.226
H 0.924 -0.730 1.541 0.211
H -0.165 -2.697 0.558 0.223
H 0.230 -2.232 -1.059 0.212
H -1.574 -0.469 0.720 0.204
H -0.169 -0.101 -1.882 0.200
S 1.629 1.762 -0.837 -0.014
S -2.435 -0.072 -1.409 0.228
```

---

Which structure is the most stable? The one labeled one.